Density functional theory data (ωB97M-V with the def2-TZVPD basis set) for a 14-piece molecular cluster, C74H190N14O23 overall.

The value obtained for the energy is -147755.2366 eV. Its energy relative to the best compared isomer or geometry (same formula, charge and spin) is 0.433 eV.

CARTESIAN COORDINATES (ANGSTROEM)
C (-1.56, -3.23, -8.87)
O (-1.12, -2.54, -7.66)
C (0.25, -2.10, -7.58)
C (0.54, -1.44, -6.21)
N (-0.05, -2.26, -5.18)
C (0.83, -3.37, -4.75)
C (0.14, -4.45, -3.94)
O (-0.96, -4.98, -4.70)
C (-0.57, -5.90, -5.73)
H (-1.33, -4.30, -8.80)
H (-1.11, -2.85, -9.78)
H (-2.64, -3.20, -8.98)
H (0.45, -1.35, -8.35)
H (0.93, -2.95, -7.68)
H (0.07, -0.46, -6.10)
H (1.60, -1.21, -6.07)
H (-0.90, -2.63, -5.58)
H (1.65, -3.02, -4.12)
H (1.33, -3.82, -5.61)
H (-0.29, -3.95, -3.08)
H (0.86, -5.15, -3.53)
H (0.47, -6.11, -5.95)
H (-0.94, -5.49, -6.68)
H (-1.07, -6.86, -5.68)
C (6.28, -2.98, 9.24)
O (5.23, -2.31, 8.55)
C (5.77, -1.26, 7.64)
C (4.67, -0.30, 7.15)
N (3.62, -1.08, 6.54)
C (2.30, -0.43, 6.51)
C (2.15, 0.83, 5.70)
O (1.06, 1.69, 6.02)
C (-0.12, 1.14, 5.48)
H (7.03, -3.23, 8.49)
H (5.96, -3.92, 9.68)
H (6.81, -2.39, 9.98)
H (6.15, -1.73, 6.74)
H (6.58, -0.67, 8.08)
H (5.05, 0.40, 6.41)
H (4.23, 0.25, 7.98)
H (3.49, -1.88, 7.13)
H (2.00, -0.27, 7.55)
H (1.60, -1.18, 6.15)
H (2.16, 0.51, 4.66)
H (3.06, 1.41, 5.83)
H (-0.07, 1.27, 4.40)
H (-0.92, 1.79, 5.84)
H (-0.38, 0.11, 5.72)
C (4.91, -4.30, 4.76)
O (4.26, -4.97, 3.68)
C (3.95, -4.07, 2.58)
C (3.16, -4.82, 1.55)
N (2.58, -4.01, 0.49)
C (2.04, -4.90, -0.55)
C (0.88, -5.77, -0.11)
O (0.19, -6.30, -1.26)
C (-1.07, -6.97, -0.96)
H (4.26, -3.55, 5.21)
H (5.80, -3.73, 4.50)
H (5.28, -4.99, 5.53)
H (4.84, -3.64, 2.14)
H (3.37, -3.20, 2.87)
H (2.47, -5.47, 2.10)
H (3.76, -5.59, 1.05)
H (3.30, -3.41, 0.13)
H (2.81, -5.52, -1.02)
H (1.62, -4.17, -1.23)
H (0.21, -5.19, 0.53)
H (1.28, -6.61, 0.47)
H (-0.75, -7.92, -0.54)
H (-1.65, -7.20, -1.85)
H (-1.61, -6.33, -0.26)
C (-1.55, -4.94, 7.27)
O (-0.27, -5.07, 6.62)
C (0.25, -3.95, 5.85)
C (0.98, -4.43, 4.66)
N (0.14, -4.61, 3.45)
C (-0.88, -5.64, 3.62)
C (-0.28, -7.09, 3.52)
O (-0.38, -7.57, 2.15)
C (0.45, -8.72, 1.95)
H (-2.41, -4.93, 6.60)
H (-1.63, -4.07, 7.92)
H (-1.70, -5.81, 7.92)
H (0.81, -3.24, 6.46)
H (-0.61, -3.37, 5.52)
H (1.53, -5.36, 4.81)
H (1.79, -3.78, 4.36)
H (0.79, -4.84, 2.71)
H (-1.68, -5.46, 2.91)
H (-1.45, -5.52, 4.54)
H (-0.81, -7.81, 4.15)
H (0.77, -7.03, 3.81)
H (1.46, -8.49, 2.27)
H (0.51, -8.98, 0.89)
H (0.03, -9.60, 2.44)
C (1.74, 2.05, -2.65)
O (2.66, 3.10, -2.35)
C (4.00, 2.57, -2.28)
C (5.00, 3.76, -2.01)
N (4.83, 4.82, -2.97)
C (5.77, 5.92, -2.82)
C (5.32, 7.02, -3.80)
O (5.81, 8.29, -3.37)
C (5.89, 9.24, -4.44)
H (1.74, 1.37, -1.79)
H (2.15, 1.56, -3.53)
H (0.77, 2.50, -2.85)
H (4.30, 1.98, -3.15)
H (4.04, 1.95, -1.39)
H (6.03, 3.41, -2.08)
H (4.83, 4.12, -0.99)
H (3.89, 5.17, -2.83)
H (6.75, 5.55, -3.12)
H (5.79, 6.25, -1.78)
H (4.23, 7.06, -3.75)
H (5.64, 6.77, -4.82)
H (4.91, 9.47, -4.86)
H (6.61, 8.92, -5.18)
H (6.20, 10.19, -4.00)
C (-4.77, 6.80, -9.06)
O (-5.04, 5.47, -8.56)
C (-4.14, 4.43, -8.96)
C (-4.12, 3.30, -7.92)
N (-3.35, 2.16, -8.42)
C (-3.42, 0.97, -7.56)
C (-2.79, 1.18, -6.10)
O (-1.68, 2.07, -6.31)
C (-0.76, 2.25, -5.17)
H (-5.60, 7.41, -8.71)
H (-4.77, 6.87, -10.14)
H (-3.82, 7.19, -8.71)
H (-3.18, 4.84, -9.25)
H (-4.54, 4.08, -9.91)
H (-5.16, 3.01, -7.78)
H (-3.74, 3.69, -6.98)
H (-2.41, 2.51, -8.27)
H (-2.85, 0.18, -8.04)
H (-4.42, 0.57, -7.39)
H (-2.37, 0.23, -5.75)
H (-3.53, 1.55, -5.39)
H (-1.34, 2.80, -4.43)
H (0.17, 2.80, -5.34)
H (-0.46, 1.29, -4.75)
C (6.28, -0.48, 3.34)
O (6.09, -0.83, 1.97)
C (4.75, -0.68, 1.51)
C (4.72, -0.84, 0.00)
N (4.92, -2.31, -0.34)
C (4.87, -2.51, -1.79)
C (5.84, -1.63, -2.63)
O (6.28, -2.34, -3.82)
C (7.33, -3.26, -3.46)
H (7.32, -0.22, 3.53)
H (5.95, -1.30, 3.98)
H (5.72, 0.43, 3.54)
H (4.43, 0.32, 1.83)
H (4.13, -1.41, 2.03)
H (5.53, -0.32, -0.51)
H (3.74, -0.46, -0.31)
H (5.81, -2.56, 0.04)
H (3.89, -2.40, -2.26)
H (5.12, -3.56, -1.92)
H (6.70, -1.30, -2.05)
H (5.31, -0.75, -3.00)
H (7.05, -4.16, -2.92)
H (8.13, -2.71, -2.97)
H (7.69, -3.69, -4.40)
C (2.32, 3.35, 1.38)
O (1.89, 4.59, 0.75)
C (2.85, 5.67, 0.87)
C (2.26, 6.86, 0.11)
N (2.22, 6.45, -1.28)
C (1.43, 7.42, -2.01)
C (1.09, 6.77, -3.32)
O (0.22, 5.55, -3.24)
C (-1.04, 5.81, -2.78)
H (3.02, 2.80, 0.75)
H (1.38, 2.83, 1.59)
H (2.80, 3.61, 2.32)
H (3.82, 5.42, 0.45)
H (2.99, 5.85, 1.93)
H (2.88, 7.75, 0.24)
H (1.22, 7.02, 0.38)
H (1.81, 5.54, -1.43)
H (2.10, 8.26, -2.16)
H (0.51, 7.77, -1.53)
H (1.98, 6.47, -3.87)
H (0.65, 7.53, -3.95)
H (-1.43, 6.71, -3.25)
H (-1.16, 6.09, -1.74)
H (-1.73, 4.97, -2.89)
C (-3.17, -2.49, -4.53)
O (-4.61, -2.57, -4.43)
C (-5.27, -1.38, -4.77)
C (-5.24, -0.19, -3.74)
N (-6.14, -0.32, -2.62)
C (-5.93, -1.45, -1.69)
C (-4.66, -1.44, -0.87)
O (-4.26, -2.65, -0.25)
C (-3.69, -3.63, -1.15)
H (-2.72, -1.74, -3.88)
H (-2.89, -2.31, -5.57)
H (-2.78, -3.48, -4.27)
H (-6.31, -1.63, -4.98)
H (-4.89, -1.06, -5.74)
H (-5.49, 0.75, -4.24)
H (-4.19, -0.11, -3.49)
H (-7.11, -0.11, -2.84)
H (-6.03, -2.33, -2.33)
H (-6.77, -1.57, -1.00)
H (-4.61, -0.67, -0.10)
H (-3.79, -1.11, -1.44)
H (-2.75, -3.27, -1.58)
H (-4.39, -3.85, -1.95)
H (-3.46, -4.53, -0.58)
C (-0.71, 4.01, 3.15)
C (-1.42, 5.24, 2.62)
C (-0.99, 6.52, 3.46)
O (-1.49, 6.43, 4.77)
C (-1.06, 7.53, 5.58)
N (-1.06, 5.35, 1.23)
H (0.37, 4.17, 3.24)
H (-0.82, 3.15, 2.49)
H (-1.05, 3.72, 4.14)
H (-2.51, 5.20, 2.70)
H (-1.48, 7.34, 2.93)
H (0.09, 6.67, 3.52)
H (0.00, 7.35, 5.72)
H (-1.51, 7.55, 6.57)
H (-1.23, 8.50, 5.11)
H (-1.56, 4.74, 0.60)
H (-0.08, 5.14, 1.17)
C (-5.50, -2.97, 3.49)
C (-4.43, -4.04, 3.07)
C (-5.04, -5.14, 2.23)
O (-4.00, -6.09, 1.89)
C (-4.56, -7.18, 1.26)
N (-3.36, -3.43, 2.31)
H (-5.91, -2.56, 2.56)
H (-5.06, -2.19, 4.11)
H (-6.30, -3.45, 4.05)
H (-3.99, -4.48, 3.96)
H (-5.54, -4.83, 1.32)
H (-5.76, -5.58, 2.92)
H (-5.17, -6.87, 0.40)
H (-5.10, -7.77, 2.00)
H (-3.71, -7.79, 0.95)
H (-2.78, -4.23, 2.08)
H (-3.62, -3.00, 1.44)
C (-5.15, 4.05, 0.05)
C (-4.90, 2.93, -0.92)
C (-3.54, 2.16, -0.57)
O (-2.43, 2.99, -0.84)
C (-1.18, 2.28, -0.86)
N (-6.01, 2.00, -0.88)
H (-5.46, 3.64, 1.01)
H (-5.97, 4.68, -0.31)
H (-4.32, 4.76, 0.09)
H (-4.72, 3.27, -1.94)
H (-3.47, 1.23, -1.13)
H (-3.51, 1.83, 0.47)
H (-0.38, 3.02, -0.96)
H (-1.21, 1.60, -1.72)
H (-0.90, 1.80, 0.07)
H (-6.02, 1.51, 0.00)
H (-5.94, 1.23, -1.54)
C (-3.93, 4.85, 7.43)
C (-3.21, 3.69, 6.79)
C (-3.79, 3.36, 5.36)
O (-3.03, 2.28, 4.83)
C (-3.54, 1.65, 3.67)
N (-1.90, 4.23, 6.64)
H (-4.01, 5.64, 6.69)
H (-3.42, 5.33, 8.27)
H (-4.95, 4.59, 7.72)
H (-3.25, 2.85, 7.48)
H (-3.64, 4.23, 4.73)
H (-4.86, 3.18, 5.40)
H (-3.57, 2.28, 2.79)
H (-4.55, 1.38, 3.97)
H (-3.00, 0.74, 3.41)
H (-1.37, 3.47, 6.23)
H (-1.98, 4.96, 5.96)
C (1.12, -0.64, 2.05)
C (-0.42, -0.76, 1.87)
C (-0.88, -1.35, 0.54)
O (-0.31, -0.54, -0.58)
C (-0.39, -1.13, -1.88)
N (-0.91, -1.59, 2.99)
H (1.49, -0.01, 1.23)
H (1.77, -1.52, 2.09)
H (1.22, -0.08, 2.98)
H (-0.84, 0.23, 2.07)
H (-1.93, -1.62, 0.52)
H (-0.45, -2.35, 0.47)
H (0.20, -2.05, -1.93)
H (0.18, -0.49, -2.56)
H (-1.43, -1.29, -2.19)
H (-0.39, -2.45, 3.06)
H (-1.86, -1.89, 2.84)

=====

Density functional theory data (ωB97M-V with the def2-TZVPD basis set) for a 9-piece molecular cluster, C74H87N14O8 overall.

The value obtained for the energy is -115281.3210 eV. As for the total charge: +9.

CARTESIAN COORDINATES (ANGSTROEM)
C (-3.25, 9.09, -7.97)
N (-2.72, 8.32, -6.84)
C (-1.39, 8.42, -6.54)
C (-0.86, 7.77, -5.48)
C (-1.67, 7.06, -4.61)
C (-2.98, 6.95, -4.96)
C (-3.52, 7.62, -6.07)
C (-1.17, 6.56, -3.31)
C (-0.27, 5.47, -3.25)
C (0.35, 5.04, -2.09)
N (0.06, 5.68, -0.92)
C (-0.81, 6.68, -0.93)
C (-1.49, 7.10, -2.08)
C (0.64, 5.24, 0.39)
H (-2.50, 9.79, -8.25)
H (-4.10, 9.62, -7.55)
H (-3.57, 8.42, -8.79)
H (-0.77, 9.05, -7.20)
H (0.19, 8.00, -5.29)
H (-3.73, 6.42, -4.38)
H (-4.61, 7.54, -6.33)
H (-0.01, 4.97, -4.14)
H (1.02, 4.19, -2.03)
H (-0.99, 7.22, 0.00)
H (-2.08, 8.04, -1.97)
H (1.28, 6.05, 0.72)
H (1.16, 4.28, 0.27)
H (-0.25, 5.04, 0.96)
C (-2.38, -5.97, -11.82)
N (-2.17, -5.17, -10.59)
C (-1.85, -3.88, -10.73)
C (-1.88, -3.06, -9.62)
C (-1.94, -3.55, -8.36)
C (-2.06, -4.92, -8.25)
C (-2.35, -5.65, -9.35)
C (-1.83, -2.64, -7.15)
C (-1.20, -3.07, -5.99)
C (-1.15, -2.30, -4.85)
N (-1.74, -1.13, -4.88)
C (-2.44, -0.67, -5.94)
C (-2.48, -1.38, -7.14)
C (-1.75, -0.33, -3.59)
H (-2.48, -7.02, -11.58)
H (-1.54, -5.86, -12.50)
H (-3.26, -5.67, -12.40)
H (-1.69, -3.54, -11.72)
H (-1.58, -2.04, -9.77)
H (-2.13, -5.33, -7.25)
H (-2.67, -6.63, -9.21)
H (-0.72, -4.00, -5.98)
H (-0.59, -2.64, -3.94)
H (-2.81, 0.32, -5.81)
H (-2.97, -1.02, -8.02)
H (-1.26, 0.64, -3.79)
H (-1.27, -0.93, -2.84)
H (-2.81, -0.11, -3.39)
C (-6.31, -5.13, 9.35)
N (-5.87, -4.29, 8.17)
C (-4.64, -3.74, 8.20)
C (-4.12, -3.09, 7.10)
C (-4.92, -3.05, 5.96)
C (-6.17, -3.59, 6.01)
C (-6.68, -4.16, 7.15)
C (-4.42, -2.48, 4.68)
C (-3.04, -2.58, 4.35)
C (-2.60, -2.30, 3.08)
N (-3.46, -1.93, 2.13)
C (-4.73, -1.66, 2.44)
C (-5.25, -1.94, 3.70)
C (-2.93, -1.57, 0.80)
H (-7.35, -5.44, 9.18)
H (-6.25, -4.52, 10.23)
H (-5.66, -6.01, 9.49)
H (-4.01, -3.90, 9.08)
H (-3.11, -2.72, 7.12)
H (-6.83, -3.59, 5.15)
H (-7.68, -4.57, 7.21)
H (-2.34, -2.94, 5.08)
H (-1.57, -2.38, 2.74)
H (-5.35, -1.34, 1.58)
H (-6.32, -1.81, 3.83)
H (-3.69, -1.71, 0.02)
H (-2.03, -2.14, 0.58)
H (-2.69, -0.50, 0.85)
C (4.81, -0.39, 0.14)
N (5.42, 0.95, -0.08)
C (6.04, 1.53, 0.97)
C (6.50, 2.79, 0.88)
C (6.32, 3.41, -0.32)
C (5.64, 2.82, -1.40)
C (5.31, 1.48, -1.31)
C (6.83, 4.82, -0.48)
C (6.61, 5.80, 0.44)
C (7.09, 7.06, 0.27)
N (7.85, 7.42, -0.78)
C (8.07, 6.50, -1.71)
C (7.58, 5.18, -1.56)
C (8.41, 8.79, -0.86)
H (4.85, -0.83, -0.85)
H (3.82, -0.18, 0.52)
H (5.41, -0.94, 0.84)
H (6.18, 0.83, 1.74)
H (7.16, 3.21, 1.63)
H (5.68, 3.47, -2.27)
H (4.92, 0.91, -2.17)
H (6.10, 5.57, 1.37)
H (7.00, 7.90, 0.97)
H (8.57, 6.81, -2.62)
H (7.73, 4.60, -2.46)
H (8.54, 9.13, 0.16)
H (7.75, 9.51, -1.37)
H (9.37, 8.80, -1.38)
C (-6.11, 5.76, 5.62)
N (-4.88, 5.00, 5.66)
C (-4.92, 3.74, 5.27)
C (-3.83, 2.93, 5.11)
C (-2.59, 3.49, 5.43)
C (-2.52, 4.84, 5.83)
C (-3.66, 5.57, 5.99)
C (-1.35, 2.59, 5.30)
C (-1.28, 1.47, 4.42)
C (-0.19, 0.71, 4.45)
N (0.84, 0.92, 5.29)
C (0.81, 1.94, 6.13)
C (-0.32, 2.78, 6.15)
C (2.14, 0.15, 5.05)
H (-6.20, 6.48, 6.45)
H (-6.93, 5.04, 5.82)
H (-6.22, 6.15, 4.62)
H (-5.94, 3.40, 5.07)
H (-4.05, 1.91, 4.84)
H (-1.56, 5.33, 5.97)
H (-3.75, 6.56, 6.36)
H (-1.97, 1.33, 3.57)
H (-0.04, -0.05, 3.70)
H (1.62, 2.15, 6.81)
H (-0.34, 3.50, 6.93)
H (2.54, 0.50, 4.11)
H (1.92, -0.95, 5.06)
H (2.76, 0.43, 5.90)
C (0.98, -6.12, -2.56)
N (1.70, -6.71, -1.41)
C (1.68, -5.98, -0.28)
C (2.21, -6.49, 0.89)
C (2.81, -7.76, 0.86)
C (2.81, -8.43, -0.35)
C (2.24, -7.91, -1.47)
C (3.36, -8.40, 2.13)
C (3.05, -7.89, 3.39)
C (3.53, -8.53, 4.51)
N (4.34, -9.60, 4.43)
C (4.75, -10.03, 3.24)
C (4.27, -9.47, 2.07)
C (4.75, -10.25, 5.65)
H (-0.05, -6.48, -2.57)
H (1.48, -6.49, -3.40)
H (0.92, -5.07, -2.38)
H (1.17, -4.97, -0.36)
H (2.06, -5.96, 1.82)
H (3.18, -9.46, -0.47)
H (2.17, -8.40, -2.44)
H (2.24, -7.14, 3.53)
H (3.20, -8.32, 5.52)
H (5.43, -10.88, 3.26)
H (4.68, -9.82, 1.14)
H (5.54, -10.98, 5.52)
H (3.89, -10.76, 6.10)
H (5.02, -9.46, 6.36)
N (2.42, 1.92, 1.67)
O (2.73, 2.73, 0.87)
O (2.34, 0.74, 1.33)
O (2.20, 2.25, 2.84)
N (-1.66, 1.91, 0.05)
O (-2.00, 1.57, 1.21)
O (-1.62, 1.04, -0.86)
O (-1.42, 3.10, -0.24)
C (1.45, -1.09, -1.40)
C (0.52, -2.27, -1.10)
O (0.06, -2.89, -2.15)
O (0.17, -2.51, 0.07)
H (0.82, -0.32, -1.84)
H (2.20, -1.40, -2.14)
H (1.86, -0.66, -0.49)

=====

Number 1: frontier orbital gap 8.92 eV. Number 2: frontier orbital gap 6.27 eV.